{
  "formula": "C3H5FIN",
  "method": "ωB97M-V/def2-TZVPD",
  "elements": ["C", "C", "F", "N", "C", "I", "H", "H", "H", "H", "H"],
  "coordinates": [[1.525592, 0.777672, -0.392203], [0.710538, 0.663854, 0.621851], [0.921474, 1.229412, 1.833463], [-0.605383, -0.457016, 0.668475], [-1.004137, -0.931627, -0.613375], [-2.068187, 0.344798, 1.877958], [2.275629, 1.379415, -0.180881], [1.409111, 0.263171, -1.321092], [-1.241201, -0.192167, -1.338904], [-0.192234, -1.520116, -0.940945], [-1.731202, -1.557396, -0.214346]],
  "forces_ev_per_a": [[-3.065, -2.044, -0.216], [-3.800, -3.274, 1.170], [-0.404, -0.576, -1.359], [4.725, 4.330, 2.018], [0.853, 0.720, 1.031], [-0.012, -0.035, -0.376], [3.812, 2.711, 0.336], [-0.129, -0.047, -0.245], [-0.787, 0.569, -0.685], [0.935, -0.855, -0.723], [-2.129, -1.499, -0.950]],
  "lowdin_charge": [0.073, -0.328, -0.005, -0.573, -0.249, 0.811, 0.020, 0.067, 0.077, 0.073, 0.036],
  "spin_multiplicity": 1,
  "max_force_ev_per_a": 6.72,
  "relative_energy_kcal_mol": 51.5,
  "orbital_gap_ev": 8.7
}



{
  "formula": "C17H19Br2N3O3",
  "method": "ωB97M-V/def2-TZVPD",
  "elements": ["C", "C", "C", "C", "N", "C", "C", "C", "O", "C", "C", "O", "C", "C", "N", "C", "C", "C", "N", "O", "C", "Br", "C", "C", "Br", "H", "H", "H", "H", "H", "H", "H", "H", "H", "H", "H", "H", "H", "H", "H", "H", "H", "H", "H"],
  "coordinates": [[1.141668, 0.393703, 3.102875], [0.650888, 0.048347, 2.064912], [0.161687, -0.261849, 0.728148], [0.644094, -1.636944, 0.439160], [0.929228, -2.729369, 0.215552], [0.824907, 0.665468, -0.330483], [2.185339, 0.154004, -0.810293], [2.899711, 1.291193, -1.544086], [4.252435, 0.891030, -1.783097], [4.582392, 0.824760, -3.101304], [4.449784, 2.054619, -3.980202], [5.022623, -0.181168, -3.559372], [-1.406961, -0.263727, 0.599016], [-1.660627, -1.045671, -0.640773], [-1.854824, -1.647150, -1.609574], [-2.139916, -1.026676, 1.718902], [-2.310470, -2.536432, 1.502276], [-3.677768, -2.869136, 0.909868], [-3.782302, -3.753757, -0.219044], [-4.661685, -2.370594, 1.358554], [-1.973995, 1.146365, 0.308733], [-2.432518, 1.564617, -1.521702], [-2.168929, 2.089957, 1.215064], [-1.911401, 1.912255, 2.681262], [-2.857407, 3.809460, 0.733984], [1.501416, 0.852068, 3.977574], [0.183693, 0.755727, -1.198794], [0.987066, 1.625024, 0.148259], [2.804718, -0.164500, 0.024130], [2.077106, -0.637290, -1.541056], [2.837439, 2.229055, -1.000184], [2.393010, 1.388570, -2.502499], [3.724149, 2.745011, -3.552690], [5.410625, 2.553788, -4.012011], [4.104532, 1.772104, -4.961046], [-1.700145, -0.876831, 2.696159], [-3.137499, -0.601382, 1.793642], [-2.328644, -2.989698, 2.492702], [-1.501729, -3.025321, 0.972773], [-3.370619, -3.315825, -1.035818], [-3.256852, -4.594432, -0.001092], [-2.431266, 1.066681, 3.102982], [-2.339100, 2.776230, 3.181798], [-0.863849, 1.917717, 2.936801]],
  "forces_ev_per_a": [[-0.398, -0.061, -0.763], [0.282, 0.528, 0.485], [0.484, -0.645, -0.523], [-0.326, -0.794, 0.106], [0.067, 0.521, 0.137], [0.590, -0.377, 0.129], [0.169, 0.985, -0.039], [-0.328, -0.721, -0.083], [-0.186, 0.391, 0.038], [0.241, 0.038, -0.832], [-0.773, 0.231, 1.148], [0.403, -0.656, 0.071], [-0.265, -0.252, -1.091], [-0.266, -0.498, -1.094], [0.228, 0.484, 1.119], [-0.419, -0.139, 0.290], [-0.211, -0.335, 0.355], [0.247, -0.115, -1.032], [-0.053, -0.233, 0.698], [-0.592, 0.527, 0.483], [-0.083, 0.298, -0.758], [0.195, -0.202, 0.452], [-0.065, 0.122, 0.293], [-0.602, 1.202, 0.316], [0.221, -0.369, 0.302], [0.300, -0.046, 0.574], [-0.273, 0.186, -0.006], [-0.331, 0.309, -0.067], [0.076, -0.173, 0.060], [-0.020, -0.483, 0.196], [0.265, 0.176, 0.102], [-0.127, 0.401, -0.072], [0.098, 0.218, -0.060], [0.194, 0.014, -0.152], [0.186, -0.161, -0.313], [0.496, 0.247, -0.040], [-0.176, -0.033, -0.017], [0.009, -0.099, 0.150], [0.097, 0.131, -0.186], [0.159, -0.037, -0.062], [0.198, -0.028, -0.328], [0.097, -0.389, -0.036], [-0.019, 0.077, 0.143], [0.212, -0.238, -0.095]],
  "lowdin_charge": [0.179, -0.074, -0.350, -0.194, 0.234, -0.117, -0.144, -0.183, -0.004, -0.535, 0.019, 0.139, -0.338, -0.284, 0.229, -0.113, -0.100, -0.494, 0.103, 0.116, -0.602, 0.796, -0.726, -0.108, 0.739, 0.045, 0.086, 0.131, 0.131, 0.128, 0.130, 0.126, 0.072, 0.092, 0.088, 0.111, 0.122, 0.130, 0.090, 0.049, 0.084, 0.077, 0.058, 0.060],
  "spin_multiplicity": 1,
  "max_force_ev_per_a": 1.40,
  "orbital_gap_ev": 9.9
}



{
  "formula": "C10H19NSi",
  "method": "ωB97M-V/def2-TZVPD",
  "elements": ["C", "C", "C", "C", "Si", "C", "C", "C", "H", "H", "H", "H", "H", "H", "H", "H", "H", "H", "H", "H", "H", "H", "C", "C", "C", "N", "H", "H", "H", "H", "H"],
  "coordinates": [[2.647281, 2.186977, 0.102549], [1.473042, 2.683327, -0.315701], [0.081542, 1.973777, -0.237890], [-0.278422, 0.818667, 0.386850], [-1.887569, -0.258640, 0.358705], [-1.570398, -2.010545, 0.883230], [-2.894331, -0.229262, -1.278937], [-3.148034, 0.475256, 1.634504], [3.495564, 2.790532, -0.238628], [2.827215, 1.148207, 0.374966], [1.418052, 3.754170, -0.530107], [-0.599880, 2.480487, -0.841124], [0.566852, 0.372930, 0.818087], [-0.938693, -1.955499, 1.893669], [-2.452838, -2.619840, 1.044880], [-0.972728, -2.546685, 0.145263], [-2.881687, -1.093636, -1.871148], [-3.827236, 0.147338, -1.132346], [-2.303597, 0.408415, -2.040230], [-2.953163, 0.192128, 2.633116], [-3.136031, 1.529025, 1.648178], [-4.067242, 0.201193, 1.227815], [2.198204, -0.854040, -1.725643], [2.891780, -1.663587, -0.647657], [2.400752, -1.645125, 0.563392], [1.901233, -1.449609, 1.640951], [2.462678, 0.107180, -1.383372], [1.134278, -0.911224, -1.855717], [2.586128, -1.091346, -2.768898], [3.700870, -2.333936, -0.772838], [2.126367, -0.606643, 2.284096]],
  "forces_ev_per_a": [[-0.146, 0.422, -1.802], [-1.669, -1.254, 1.888], [1.666, -0.795, 0.694], [-0.224, 1.030, -1.717], [-1.059, 1.137, 0.361], [2.003, 0.134, 1.859], [4.866, 1.300, -0.908], [2.268, -0.216, -1.306], [0.099, -0.259, 0.903], [-0.122, 0.266, 0.150], [0.022, -0.424, -0.493], [-1.407, 0.887, -0.841], [0.908, -0.839, 1.116], [-1.296, -0.352, -2.108], [-0.315, 0.206, 0.149], [0.246, -0.017, 0.072], [-0.389, -1.869, -0.239], [-2.692, 1.070, 0.221], [-1.027, -0.153, 1.265], [-0.110, -0.772, 1.078], [0.156, 1.483, -0.227], [-1.856, -0.785, -0.065], [1.342, -1.133, -1.525], [-1.325, -0.944, 0.212], [0.731, 1.272, -0.404], [-0.741, 1.046, 2.737], [-0.066, 1.654, -0.797], [-0.614, -0.359, 0.607], [-0.038, 0.497, 1.443], [0.787, -0.370, -0.604], [0.001, -1.864, -1.720]],
  "lowdin_charge": [-0.011, -0.146, -0.142, -0.135, 0.569, -0.212, -0.163, -0.165, 0.061, 0.037, 0.087, 0.053, -0.010, 0.073, 0.022, 0.016, -0.002, -0.025, 0.058, 0.012, 0.007, -0.006, -0.088, -0.149, -0.249, 0.125, 0.015, 0.059, 0.099, 0.083, 0.127],
  "spin_multiplicity": 1,
  "max_force_ev_per_a": 5.12,
  "relative_energy_kcal_mol": 73.8,
  "orbital_gap_ev": 9.0
}